1.
{"formula": "C3H8N2S", "method": "ωB97M-V with the def2-TZVPD basis set", "elements": ["S", "N", "N", "C", "C", "C", "H", "H", "H", "H", "H", "H", "H", "H"], "coordinates": [[1.8100, -0.4217, 0.0057], [-0.8539, -0.2368, -0.0584], [-2.0889, 0.3815, 0.0017], [0.3516, 0.3766, -0.0262], [-0.9403, -1.6978, 0.0177], [0.2545, 1.8414, 0.0213], [-0.4352, -2.0842, -0.8692], [1.2488, 2.2627, -0.0309], [-0.2606, 2.3293, 0.8610], [-0.2588, 2.1386, -0.8654], [-1.9568, -2.0437, 0.0733], [-2.1092, 0.9404, 0.8920], [-0.4103, -1.9384, 0.9547], [-2.1742, 1.0087, -0.7871]], "forces_ev_per_a": [[-0.4625, 0.0848, -0.1069], [0.6612, -1.5644, -0.2176], [-0.2595, 1.5177, 1.4017], [-0.6280, -0.8215, 0.7880], [1.2120, 0.5490, 0.3549], [0.6518, 1.2392, 0.0847], [0.0806, -0.4358, 0.3545], [0.1661, 0.0516, 0.0416], [-0.0058, -0.6081, -0.0010], [-0.4882, 0.5681, -0.7738], [-0.3795, 0.2788, -0.0984], [-0.3143, -0.4854, -1.2820], [-0.0215, -0.6135, -0.5778], [-0.2123, 0.2397, 0.0321]], "nbo_charge": [-0.185, -0.251, -0.632, 0.120, -0.418, -0.689, 0.219, 0.252, 0.226, 0.217, 0.220, 0.351, 0.214, 0.355], "e_above_lowest_kcal_mol": 39.8, "e_lumo_ha": 0.0252, "smiles": "CC(=S)N(C)N", "homo_lumo_gap_ev": 8.84, "total_energy_ha": -626.7598, "total_charge": 0}

2.
{"formula": "C20H15Cl3GeMoN2O2Se", "method": "ωB97M-V with the def2-TZVPD basis set", "elements": ["Mo", "Se", "Ge", "Cl", "Cl", "Cl", "O", "O", "N", "N", "C", "C", "C", "C", "C", "C", "C", "C", "C", "C", "C", "C", "C", "C", "C", "C", "C", "C", "C", "C", "H", "H", "H", "H", "H", "H", "H", "H", "H", "H", "H", "H", "H", "H", "H"], "coordinates": [[-0.3209, -0.2089, -0.9840], [1.7203, 1.0145, -0.7707], [-1.1279, 0.0459, -3.4550], [0.7333, -1.1190, -3.2786], [-2.6807, -0.9788, -4.3620], [-0.6913, 1.9076, -4.2935], [-0.2515, -1.9672, -0.6119], [-1.1939, 1.4717, -0.7406], [-1.6466, 1.0053, 1.4319], [-1.1669, -0.1851, 0.9606], [-0.3814, -4.2569, -0.0225], [-1.1214, -2.5399, 1.5337], [-1.3806, -1.1947, 1.8055], [5.6145, -1.4199, -1.1773], [-2.9964, 4.9017, 2.1414], [-0.5950, -2.9543, 0.2983], [-1.6391, 1.8739, 0.4666], [-3.1389, 5.7501, 1.0205], [-1.2429, -4.8602, 2.1910], [-2.5116, 3.6453, 1.9605], [3.7955, -0.6436, 0.1921], [-2.7803, 5.3254, -0.2975], [3.8391, -0.1711, -2.2126], [5.0440, -0.8512, -2.3092], [-1.4450, -3.5260, 2.4898], [4.9992, -1.3198, 0.0644], [3.2413, -0.0924, -0.9588], [-2.1463, 3.2072, 0.6342], [-0.7208, -5.2156, 0.9522], [-2.2854, 4.0736, -0.4881], [3.3966, 0.2933, -3.0838], [-2.9070, 6.0091, -1.1265], [-1.8488, -3.2273, 3.4499], [6.5605, -1.9381, -1.2618], [0.0307, -4.5424, -0.9801], [3.3208, -0.5397, 1.1587], [-2.0007, 3.7318, -1.4729], [-3.2732, 5.2562, 3.1248], [-1.4909, -5.6246, 2.9138], [-3.5307, 6.7515, 1.1583], [5.4624, -1.7557, 0.9391], [-0.5674, -6.2621, 0.7190], [5.5415, -0.9230, -3.2668], [-2.3892, 2.9669, 2.7934], [-1.8269, -0.9136, 2.7548]], "forces_ev_per_a": [[0.6508, 0.3017, 0.2040], [-0.5728, 0.0581, 0.0080], [0.0277, 0.1500, 0.0818], [-0.0113, -0.0673, 0.0869], [-0.0674, -0.0977, 0.0396], [-0.0516, 0.0681, -0.0112], [-0.1447, -0.7935, 0.1239], [-0.2453, 0.4830, 0.0523], [0.1109, -0.1527, -0.2632], [-0.1624, 0.0333, 0.1215], [-0.0508, -0.3201, 0.2219], [-0.0990, -0.0497, 0.1725], [0.0645, 0.1424, -0.0479], [0.0942, -0.0489, -0.0024], [-0.0544, 0.2012, -0.1243], [0.2896, 0.6169, -0.4784], [-0.0475, -0.1162, -0.2705], [0.0205, -0.0540, -0.0508], [-0.0123, 0.0787, 0.0248], [0.0738, -0.1673, -0.2227], [0.1493, -0.1246, -0.0755], [-0.0929, 0.1585, 0.2390], [0.1486, -0.0951, 0.0200], [-0.0823, 0.0518, -0.0457], [0.0215, -0.0897, 0.0027], [-0.0695, 0.0184, 0.0734], [-0.0159, -0.1144, -0.0029], [-0.0294, 0.2177, 0.1413], [0.0493, -0.0366, -0.1555], [0.0957, -0.2162, 0.1370], [0.0177, 0.0264, 0.0089], [-0.0008, -0.0018, 0.0180], [-0.0049, -0.0074, -0.0167], [-0.0055, -0.0018, -0.0019], [-0.0069, -0.0063, 0.0000], [-0.0009, 0.0248, -0.0014], [0.0028, -0.0328, -0.0004], [-0.0029, 0.0086, -0.0145], [0.0058, -0.0028, -0.0016], [0.0038, -0.0092, -0.0031], [0.0091, -0.0016, -0.0109], [-0.0056, 0.0039, 0.0179], [0.0050, -0.0059, 0.0066], [0.0012, -0.0159, -0.0231], [-0.0047, -0.0142, 0.0225]], "nbo_charge": [1.004, 0.529, 1.208, -0.191, -0.205, -0.251, -0.558, -0.603, -0.170, -0.405, -0.237, -0.256, 0.287, -0.133, -0.209, 0.394, 0.445, 0.076, -0.209, -0.114, -0.217, -0.132, -0.158, -0.193, -0.028, -0.176, -0.288, 0.140, -0.034, -0.197, 0.229, 0.270, 0.255, 0.255, 0.271, 0.233, 0.257, 0.277, 0.274, 0.263, 0.253, 0.267, 0.255, 0.265, 0.261], "s_squared": 0.805, "spin_multiplicity": 2, "e_lumo_ha": [-0.4390, -0.4725], "homo_lumo_gap_ev": [5.26, 4.34], "total_energy_ha": -6957.2613, "total_charge": 3}

3.
{"formula": "C4H11N2O", "method": "ωB97M-V with the def2-TZVPD basis set", "elements": ["O", "N", "N", "C", "C", "C", "C", "H", "H", "H", "H", "H", "H", "H", "H", "H", "H", "H"], "coordinates": [[-0.3863, -2.1301, -0.3749], [-0.7165, -1.4120, 0.6918], [-2.4382, 1.2584, 0.0082], [-1.6928, 0.3143, -0.4894], [0.7003, 0.9462, -0.6683], [0.4221, -0.8116, 1.1419], [1.4452, -0.1833, 0.0207], [2.2694, -0.0726, 0.8000], [1.9130, -0.9581, -0.6655], [0.9530, 0.9992, -1.7309], [0.8914, 1.8736, -0.1931], [-1.1890, -2.5677, -0.5666], [0.1351, 0.0184, 1.7691], [-0.5346, 0.7231, -0.6852], [1.1283, -1.5346, 1.7269], [-3.3153, 1.6481, -0.4235], [-1.9065, -0.2003, -1.4261], [-2.1424, 1.6490, 0.9235]], "forces_ev_per_a": [[1.1723, -0.0383, 0.0066], [-2.0098, 1.1061, -1.2581], [-0.8331, 0.4002, 0.2287], [-0.9973, -1.1849, 1.2215], [2.2586, -1.2872, -0.7392], [3.4245, 0.0789, 0.5193], [0.0376, -1.5445, 1.0074], [-0.7928, 1.4255, -1.4625], [-1.2099, 0.8328, 0.6888], [-0.3057, 0.0354, 0.1377], [-0.5040, 1.0576, 0.5005], [-1.4235, -1.3720, -0.6969], [-0.0091, 0.0352, 0.5807], [2.6321, 0.1587, 0.5338], [-1.6361, 0.8869, -0.9019], [1.2545, -0.6762, 0.5975], [-0.5073, 0.2598, -0.0016], [-0.5513, -0.1740, -0.9623]], "nbo_charge": [-0.478, 0.033, -0.701, 0.107, -0.411, -0.301, -0.451, 0.264, 0.249, 0.251, 0.236, 0.492, 0.216, 0.137, 0.276, 0.440, 0.216, 0.425], "e_above_lowest_kcal_mol": 188.3, "e_lumo_ha": [-0.1831, -0.1941], "homo_lumo_gap_ev": [8.24, 7.78], "total_energy_ha": -343.2641, "total_charge": 1}

4.
{"formula": "C5H13NO2", "method": "ωB97M-V with the def2-TZVPD basis set", "elements": ["O", "O", "N", "C", "C", "C", "C", "C", "H", "H", "H", "H", "H", "H", "H", "H", "H", "H", "H", "H", "H"], "coordinates": [[-1.8200, 1.1321, 1.1364], [-2.5303, 0.5693, -1.3921], [2.1685, 1.4585, 0.2444], [0.6061, 0.0253, -1.6504], [1.5371, 0.2833, 0.5917], [0.7069, -0.3866, -0.2335], [-0.0847, -2.0367, 1.4862], [-0.0202, -1.5621, 0.2369], [-0.3013, -0.2399, -2.2031], [-0.5386, -2.9834, 1.7453], [-2.0657, 0.9047, -0.5989], [0.6339, 1.0843, -1.9273], [-0.8902, 1.3852, 1.0211], [2.7480, 1.9179, 0.9174], [0.3663, -1.4860, 2.3090], [2.2544, 1.7675, -0.7026], [-3.4708, 0.4119, -1.2983], [-1.6987, 0.2552, 1.5317], [1.2899, -0.4394, -2.3677], [1.7180, 0.0646, 1.6348], [-0.6085, -2.1257, -0.4810]], "forces_ev_per_a": [[0.7999, -0.0189, 0.4825], [0.7776, -0.1163, -1.1512], [0.1497, 0.0123, 0.2158], [-0.7344, 0.1031, -2.4943], [-0.1596, 0.9350, -0.3716], [0.3582, -0.0016, 0.5566], [0.2684, 0.4699, 0.2430], [-0.4158, -0.6939, 0.3366], [-0.5400, -0.2677, 0.9519], [-0.2326, 0.1256, -0.1662], [-1.3522, -0.3854, 0.0250], [0.2990, 0.2035, 0.7536], [-0.1413, 0.2185, 0.0093], [0.1484, -0.0432, -0.0015], [0.1001, -0.2191, 0.0096], [-0.0763, -0.0839, -0.1627], [0.1829, 0.3057, 0.7318], [-0.3145, -0.0704, -0.1442], [0.8308, -0.1312, 0.5534], [-0.2410, -0.4689, -0.0073], [0.2926, 0.1269, -0.3701]], "nbo_charge": [-0.939, -1.003, -0.815, -0.674, 0.045, -0.198, -0.447, -0.170, 0.260, 0.206, 0.501, 0.211, 0.480, 0.388, 0.173, 0.394, 0.475, 0.487, 0.218, 0.196, 0.212], "e_above_lowest_kcal_mol": 50.8, "e_lumo_ha": 0.0276, "smiles": "C=C/C(C)=C/N.O.O", "homo_lumo_gap_ev": 8.42, "total_energy_ha": -403.4956, "total_charge": 0}

> Number 1 is which compound?

C3H8N2S